No. 1
Formula: C50H71BiBrN8O4
Source: the OMol25 dataset
Level of theory: ωB97M-V with the def2-TZVPD basis set

Positions of all 135 atoms, in Å:
C 5.535 2.164 0.675
N -1.104 -4.057 0.559
H 0.122 3.135 -4.830
H 4.117 2.993 2.824
C 3.917 -1.967 -4.063
C -0.315 -2.031 -3.590
C -2.559 -2.052 -4.467
H 1.927 -0.690 5.813
N -2.145 -1.006 -2.293
C 2.164 0.376 5.855
H -1.540 1.095 -3.554
H 1.999 -1.970 0.424
H -5.596 0.074 -3.396
C 0.098 0.982 7.109
C 0.092 0.816 4.571
H 5.298 4.191 -1.162
H 1.081 5.303 -4.061
O 0.147 -3.061 3.724
H -3.780 -2.535 -1.072
C -4.408 -0.261 3.264
C -3.294 -0.325 -2.336
O -0.105 1.011 -1.575
H 1.441 -3.196 -0.733
C -3.196 -2.485 3.260
C -2.171 -2.840 -5.534
H 0.256 1.709 -3.782
C 4.538 3.333 0.700
C 0.569 1.094 3.347
C 0.879 1.226 5.814
H 1.864 2.947 4.873
C -0.705 -4.171 1.837
N 0.595 -1.676 -2.556
H 5.303 4.258 2.511
H -3.709 -1.538 0.401
H -3.608 -1.798 -4.356
O -2.098 -0.353 1.298
H 2.721 0.079 -5.300
C 4.370 3.817 2.151
H 4.145 -2.704 -3.300
H 3.155 4.134 -1.560
C 2.281 -2.559 -0.454
C -4.235 -1.704 -0.539
C 5.118 4.483 -0.124
H 0.352 3.339 5.707
C -1.158 0.069 4.688
H 4.759 -1.384 -1.332
H -4.840 0.448 -4.951
C 2.645 3.323 -1.060
H -2.947 -2.451 2.200
H 3.684 -0.349 -0.380
N 2.674 -1.722 -1.582
N 0.267 0.718 0.951
H -3.656 -0.287 5.881
C -1.657 -1.638 -3.480
C -1.440 -0.076 2.322
C 2.048 -0.732 -5.027
C -0.874 -5.334 2.569
C -1.445 -6.435 1.956
H -2.901 -3.150 -6.272
H -1.499 -0.151 5.688
Bi -0.594 -1.018 -0.521
H 1.054 -3.277 -4.660
H 1.973 -1.419 -5.871
C -0.109 0.611 2.176
H 1.700 5.530 -2.425
H 3.852 -0.062 -2.111
C 1.486 2.841 -1.645
H -4.888 0.757 0.151
C 0.722 2.653 -4.051
H -5.273 -1.947 -0.317
H -1.583 -7.364 2.497
H -2.706 2.148 -4.375
H -4.237 -0.061 2.208
H 3.944 -2.456 -5.038
C 0.835 3.565 -2.828
N -3.552 0.572 -3.316
H 1.481 1.656 3.235
H -0.851 1.527 7.121
H -4.163 -2.983 3.373
H -5.349 -0.810 3.368
N -4.214 -0.499 -1.374
H -5.230 1.757 -3.826
H 6.505 2.481 1.068
H -4.521 -1.769 5.472
H -2.807 -1.853 5.876
H 1.819 2.988 6.634
C -1.843 -6.340 0.632
H -2.332 0.548 -5.049
H 5.684 1.802 -0.348
C 1.614 4.812 -3.244
C 1.247 1.447 0.321
H -2.279 -7.173 0.100
H -0.487 4.733 -1.553
H 4.462 5.357 -0.114
H -0.549 -5.345 3.599
N 2.581 -1.416 -3.861
H 1.068 -0.322 -4.826
C 1.248 2.713 5.745
H -0.102 -0.080 7.271
C 0.044 -2.886 -4.637
C -0.047 -2.973 2.515
H -1.078 4.526 -3.210
C -5.082 0.581 -0.908
H 0.692 1.334 7.953
H 1.715 2.456 -4.462
C -4.883 0.725 -3.894
H -4.515 0.697 3.782
H 2.815 0.607 5.007
H -4.881 1.498 -1.452
H -1.177 3.184 -2.054
C 0.854 1.723 -1.023
H 4.684 -1.190 -4.052
C -1.931 -0.348 3.663
H 2.716 0.575 6.777
H 5.180 1.329 1.287
C -2.464 1.116 -4.123
H -6.131 0.310 -1.026
C -1.652 -5.123 0.003
Br -2.211 -4.945 -1.804
C -0.856 -3.279 -5.609
O 0.246 -1.971 1.775
C -3.259 -1.079 3.883
H 3.121 -3.199 -0.173
H 2.792 1.573 1.813
H -2.432 -3.082 3.762
H 2.617 4.568 -3.606
C -0.567 4.025 -2.382
C 1.904 -1.607 -2.699
H -0.537 -3.943 -6.404
H 3.584 4.572 2.220
C 2.443 1.950 0.859
H 6.077 4.781 0.303
C 3.195 2.850 0.152
C -3.566 -1.249 5.370
C 3.811 -0.838 -1.348

Calculated values
F_max ... 0.54 eV Å⁻¹
2S+1 ... 1
Net charge ... +1
HOMO ... -9.705 eV
ΔE to the lowest compared entry with this formula, charge and spin ... 0.0 kcal per mole
E_LUMO ... -3.88 eV
Total energy ... -148992.1597 eV

Atom charges from the Löwdin analysis, given in e for atoms 1 to 5: -0.04 0.07 0.09 0.07 -0.04



No. 2
Formula: C50H77N6O38S9
Source: the OMol25 dataset
Level of theory: ωB97M-V with the def2-TZVPD basis set

Positions of all 180 atoms, in Å:
S -2.715 3.308 -1.033
C 5.078 -2.325 -4.961
O -6.490 -3.683 7.245
O -3.892 -0.696 -4.316
H 1.903 -6.024 5.599
C -0.415 -4.544 6.889
H 2.669 7.515 0.362
H 0.142 -6.023 -4.710
C 0.817 1.098 -0.378
C 3.333 6.872 -0.215
H 2.897 5.727 -6.246
H -7.891 -0.117 3.917
O -4.652 -5.018 8.545
C -2.335 -6.133 0.843
H 1.483 6.764 -1.183
C 7.872 3.828 -1.381
O 1.153 5.380 1.515
O -1.683 -0.447 -4.295
H 3.777 -4.871 -4.679
O 2.832 3.467 1.179
H -7.393 -1.865 7.207
C -2.388 -1.158 2.518
H 6.929 5.938 -1.166
O 1.991 4.932 -0.763
H 2.451 1.630 -7.790
S -6.648 -0.481 0.558
H -3.375 -1.594 2.560
H 5.276 -0.547 5.343
O 0.366 -4.485 -0.301
O -7.608 -0.791 1.855
C -3.263 1.683 7.304
O 0.539 2.928 -3.733
N -0.180 -0.341 -7.627
C -0.497 -0.291 1.300
O -4.076 1.218 6.301
O 7.349 3.545 -2.666
H -2.396 -0.870 0.461
H 7.883 2.956 -0.727
C 1.164 -5.469 5.021
H -1.797 1.004 -5.668
C 5.540 -3.980 -6.542
C 4.022 -0.846 3.661
C -3.620 5.634 -0.310
H 1.351 4.483 -7.210
H 0.721 -6.120 -3.025
H 2.165 -2.410 -6.404
N 6.198 0.278 3.624
O -5.898 3.070 6.033
H -4.265 1.207 -5.193
N 2.895 -5.362 -4.661
H -2.473 -5.998 -0.230
H -3.219 -4.208 1.336
O -1.718 4.169 -0.180
H -5.880 -0.969 8.789
O -2.468 -2.915 -4.387
C 0.105 -0.042 -0.035
O 5.517 4.502 -1.471
H 6.802 -3.490 -8.080
H 6.114 -0.348 -5.445
H 5.433 -5.005 -6.866
S -2.669 -1.648 -3.633
H -1.564 5.981 -1.077
O -2.792 1.906 -0.594
H 2.263 1.999 -1.840
N 4.869 -3.613 -5.391
H -1.144 -3.803 7.217
H 1.793 6.782 -5.226
C 0.322 -1.531 -7.165
C 4.976 0.011 1.565
O 5.024 2.390 -2.964
C 1.883 -4.653 -4.263
O 5.301 4.628 -4.046
H 4.278 7.327 -0.512
C -4.087 1.558 8.559
O -2.429 3.494 -2.502
C 2.014 5.786 -5.610
C 5.848 -1.350 -5.749
C -2.397 -4.820 1.707
O -0.201 5.280 -3.278
C 6.810 4.891 -0.890
H -3.859 6.333 -1.112
C 6.524 -1.693 -6.909
H 8.871 4.262 -1.431
C -5.935 -2.057 8.807
H -2.347 1.098 7.386
H -0.400 -4.070 4.848
H -0.071 -4.755 -3.504
O -6.473 0.599 6.125
H -5.538 1.014 3.618
H -0.471 -2.211 -6.890
S -5.629 1.761 6.541
H 0.570 -6.139 4.399
H 0.684 -1.682 -2.963
H 6.806 4.869 0.200
C 0.394 -4.234 5.577
H 7.123 -1.058 -7.545
C 6.034 0.556 2.252
C 1.709 -1.596 -6.947
H 2.700 1.252 -3.850
H 4.701 -2.145 -3.965
C -3.669 0.697 -4.435
H 2.780 -6.339 -4.889
C -1.781 -0.893 1.349
H 0.078 1.648 -8.072
H -5.903 -2.406 9.839
O -6.147 -1.680 -0.081
H 1.599 0.103 -4.668
H -5.469 -0.660 3.502
N 1.542 0.157 -2.453
S 0.641 4.349 -4.102
O 1.821 -3.459 -4.164
C 2.506 -0.456 -7.245
C 0.515 0.775 -7.610
O 1.148 -5.333 2.020
H -1.036 -5.421 6.711
H 1.917 -5.189 4.284
C 0.111 -1.074 -0.951
C 2.232 0.269 -3.796
O -4.090 -4.027 6.255
S 2.280 4.736 0.781
O 0.099 4.467 -5.545
O -4.772 -2.545 8.242
C -2.180 0.764 -4.676
H -3.032 -2.325 4.708
H 3.052 -0.448 -3.738
O -0.901 -6.349 0.959
O -5.361 1.850 8.170
H -4.013 5.997 0.640
C 2.432 6.229 -1.224
C 0.969 5.132 -6.421
H 0.369 5.933 -6.854
H 0.099 -0.467 4.674
H 3.287 -1.431 4.194
H 4.866 0.356 0.547
C -2.098 5.529 -0.241
H 3.583 -0.416 -7.172
O 3.521 5.826 0.598
O -2.838 -1.623 -2.138
H 2.743 6.266 -2.268
S -4.881 -3.993 7.504
O -1.116 -4.069 1.707
H -2.905 2.685 7.071
H -2.974 -6.942 1.195
H 0.263 -4.637 7.738
C -2.250 -1.599 4.928
H -1.563 1.451 -4.097
H 6.699 1.203 1.699
H -7.712 -2.920 8.683
H -8.074 0.988 2.556
O -3.974 4.327 -0.577
O 2.164 4.917 -4.503
H -4.050 0.531 8.923
C 5.181 -0.434 4.273
H -0.580 -1.888 -0.786
H 1.091 0.476 2.717
C 6.309 -3.059 -7.221
C 0.637 -5.481 -3.904
C 0.809 -0.955 -2.175
C 0.161 -0.045 2.546
H 0.914 1.884 0.356
O -5.495 0.105 1.659
H -1.805 6.092 0.645
H -3.805 2.215 9.382
H -1.415 -2.038 5.475
S 5.689 3.714 -2.936
O 1.123 -3.060 5.604
C 3.942 -0.681 2.280
C -0.429 -0.502 3.733
O -7.147 0.606 -0.225
C -5.893 0.201 2.985
C -7.010 -2.602 7.913
H -2.635 -0.816 5.582
H 3.052 -0.938 1.724
C 1.851 0.745 -7.636
S 0.054 -5.010 1.068
H -2.734 -4.972 2.733
C 1.601 1.194 -1.558
C -7.454 0.191 2.967
N -1.706 -0.985 3.688
H -3.852 1.179 -3.475

Calculated values
F_max ... 6.97 eV Å⁻¹
2S+1 ... 2
Net charge ... +2
HOMO (alpha / beta) ... -12.270 / -12.270 eV
E_LUMO (alpha / beta) ... -5.85 / -5.86 eV
Total energy ... -237327.9230 eV

Atom charges from the Löwdin analysis, given in e for atoms 1 to 5: 0.75 -0.09 -0.18 -0.21 0.09



No. 3
Formula: C50H78N7
Source: the OMol25 dataset
Level of theory: ωB97M-V with the def2-TZVPD basis set

Positions of all 135 atoms, in Å:
C -4.891 8.989 -3.905
C -3.866 -1.344 -3.093
H 5.588 7.014 1.334
H -0.865 2.782 -2.490
C -3.217 -0.248 -4.178
H 3.604 1.083 -2.457
C -1.860 3.414 -0.482
C 4.125 0.876 -5.889
H 3.100 -7.247 7.186
H 6.036 1.713 3.883
H -3.855 0.693 -4.477
C 0.480 -6.052 3.228
H -2.831 4.020 -2.456
H -2.727 9.325 -3.775
C 4.031 -7.883 8.984
H 4.600 6.685 -0.952
H 1.646 3.045 -5.714
C -3.560 8.638 -3.852
H -6.184 -1.954 2.186
H 2.072 0.398 -5.283
H -3.370 1.862 -2.362
H -4.516 3.105 0.241
H -2.600 6.615 -3.899
H -0.192 -5.872 2.398
H -3.216 -3.520 -2.075
H 4.946 0.858 1.538
C 0.114 -6.501 4.477
H 4.040 4.069 -6.511
C -6.122 -1.024 1.440
C -0.746 -1.714 -4.505
H 2.324 -3.636 0.064
H 1.413 -0.382 2.533
C -3.107 4.126 -1.301
H 0.091 -3.095 1.153
H -4.144 -2.626 1.495
H -6.639 7.793 -4.043
H 1.402 -2.990 2.567
C 3.775 3.056 -6.243
H 5.678 2.166 -6.545
C 2.578 2.508 -5.836
N 1.249 -6.603 5.239
C -4.474 3.244 -0.922
H 4.114 -0.671 -0.846
C 5.023 4.612 -0.789
H 0.333 -1.884 -4.933
C -5.555 -1.579 0.006
H 3.130 -9.630 6.390
C 6.457 0.997 3.189
H 1.281 -6.914 6.202
C 5.531 6.050 0.846
H -5.992 -2.133 -2.542
C 2.332 -6.217 4.494
H 3.260 -2.241 0.931
H 4.915 -9.363 10.340
C 4.117 -10.043 8.361
H -7.560 0.681 0.833
H 1.836 0.284 -2.577
H 4.088 -6.919 9.472
C 7.828 -0.496 2.212
H 0.359 2.101 0.449
C -1.718 -0.419 -4.859
N 4.709 2.053 -6.277
H -6.381 -2.335 -0.407
H 3.327 -6.221 4.920
C -1.370 -2.833 -3.474
C 0.535 -0.921 1.966
H -1.332 0.419 -5.611
H 6.415 4.569 2.202
C 5.939 4.800 1.258
H 4.700 -0.039 -5.844
H -7.282 -0.638 3.660
C 2.219 -2.528 0.475
C -7.614 -0.348 1.388
H 4.299 -11.110 8.354
H -5.393 3.852 -1.363
C -5.353 -1.129 -2.450
H 2.640 2.531 -0.310
C -7.996 0.027 2.972
C -2.875 -2.658 -2.793
C -0.511 3.172 -1.420
C 1.884 -5.873 3.238
C 0.420 2.004 -0.732
C 4.439 -9.132 9.396
N 6.719 -0.329 1.424
N 3.480 -8.007 7.736
N -5.386 -0.513 -1.067
H 0.245 -0.300 1.017
H -9.088 -0.294 3.247
H 2.215 -2.196 -1.799
C 5.617 3.890 0.223
H 8.402 0.404 4.128
H -3.230 5.269 -1.080
C 3.019 -0.276 -0.685
H 0.069 4.205 -1.558
N -5.629 7.838 -3.994
N 4.980 5.926 -0.402
H -0.854 -6.756 4.887
C 2.624 0.800 -1.862
H -4.470 0.915 0.311
H -1.618 4.087 0.451
H 6.547 -0.804 0.547
H -5.373 9.957 -3.886
C -4.278 0.487 -0.787
H -0.416 -1.018 2.659
C -4.221 -2.471 0.316
C -4.786 6.758 -4.006
C 1.972 -1.567 -0.832
C 2.800 1.129 -5.612
C 0.991 -2.484 1.583
H 2.885 0.170 0.397
H -5.918 -0.357 -3.165
H 1.964 3.015 -2.078
C 3.523 -9.321 7.349
H -7.736 1.140 3.225
H -5.177 5.751 -4.077
H -2.201 2.344 -0.087
C 5.880 0.583 2.009
H -3.200 0.037 -0.767
H 4.630 4.303 -1.748
H 0.845 -1.224 -0.891
H -5.317 1.734 -2.532
H -8.432 -1.083 0.983
C -3.494 7.226 -3.916
H 2.501 -5.529 2.419
H -3.211 -2.025 -0.067
H -0.733 -3.796 -3.172
C 7.691 0.314 3.317
H -6.287 0.055 -1.033
H 8.617 -1.175 1.920
H 5.799 2.823 0.216
H -5.305 -0.305 1.920
H -4.356 -3.573 -0.121
C -4.408 1.833 -1.772
H 0.024 0.950 -1.085
C 1.978 2.193 -1.228

Calculated values
F_max ... 5.20 eV Å⁻¹
2S+1 ... 1
Net charge ... +1
HOMO ... -9.374 eV
E_LUMO ... -3.00 eV
Total energy ... -63521.6056 eV

Atom charges from the Löwdin analysis, given in e for atoms 1 to 5: -0.13 -0.12 0.11 0.11 -0.02